Here is the ion C7H7F3IN2O2 with charge -1 at a distorted geometry from OMol25. Energies are from ωB97M-V with the def2-TZVPD basis set.

```
22
C7H7F3IN2O2 (ωB97M-V with the def2-TZVPD basis set)
C -0.86 2.26 0.07
C -1.47 1.10 0.13
C -1.64 -0.09 2.32
C -0.66 0.14 1.04
C 0.37 -0.76 -1.18
C -0.21 -1.13 0.29
C 1.47 2.83 0.21
N 0.49 0.93 1.46
N 0.34 2.25 0.79
O -1.18 0.45 3.34
O -2.68 -0.72 2.07
F 1.53 4.20 0.51
F 2.59 2.37 0.71
F 1.60 2.82 -1.08
I -3.38 0.67 -0.45
H -1.01 3.22 -0.41
H 0.30 -1.60 -1.78
H 1.54 -0.61 -1.26
H -0.33 -0.03 -1.53
H 0.64 -1.64 0.88
H -1.09 -1.78 0.04
H 0.31 1.13 2.51
```

Computed properties:
**Structure (SMILES)**: CC[C@@]1(C(=O)[O-])NN(C(F)(F)F)C=C1I
**HOMO energy**: -4.5 eV
**Net charge**: -1
**Strongest force on any atom**: 3.2 eV Å⁻¹
**Spin multiplicity**: 1
**Energy relative to the best compared isomer or geometry (same formula, charge and spin)**: 34.0 kJ/mol